A structure of composition C26H58AsInN2O6SSi. Source: the Open Molecules 2025 dataset; level of theory: ωB97M-V with the def2-TZVPD basis set.

Results
- E_tot: -4699.76780 Eh
- Total charge: +2
- Gap between HOMO and LUMO: 9.08 eV
- ΔE to the lowest compared entry with this formula, charge and spin: 17.4 kcal/mol

Geometry (Å):
In (0.2322, 0.2222, -2.1924)
C (1.4442, -1.9413, -6.4615)
N (2.4874, -1.4786, -5.5657)
C (3.7750, -2.1314, -5.6884)
C (2.2020, -0.5333, -4.6847)
O (1.0476, -0.1224, -4.5102)
C (3.3112, 0.1022, -3.8588)
O (3.1084, -0.2658, -2.5018)
C (3.9157, 0.4728, -1.6103)
C (3.2341, 1.7774, -1.1984)
O (2.0495, 1.9711, -1.4915)
N (3.9508, 2.6585, -0.5085)
C (3.3551, 3.9240, -0.1340)
C (5.3122, 2.4286, -0.0754)
H (1.8833, -2.1722, -7.4299)
H (0.7016, -1.1550, -6.5788)
H (0.9574, -2.8314, -6.0597)
H (4.4648, -1.5397, -6.2936)
H (3.6257, -3.0890, -6.1811)
H (4.2137, -2.3207, -4.7105)
H (3.1899, 1.1855, -3.9843)
H (4.3167, -0.1919, -4.1744)
H (4.9000, 0.6678, -2.0539)
H (4.0467, -0.1516, -0.7195)
H (2.4075, 4.0265, -0.6565)
H (4.0140, 4.7408, -0.4195)
H (3.1847, 3.9592, 0.9425)
H (5.4213, 1.4415, 0.3703)
H (5.5683, 3.1724, 0.6745)
H (6.0162, 2.5239, -0.9040)
C (0.5835, -3.1786, -1.8366)
C (0.4697, -2.9122, -0.3344)
C (-0.0410, -4.1642, 0.3696)
C (1.8192, -2.4794, 0.2242)
O (-0.4775, -1.8219, -0.1633)
Si (-1.0276, -1.0705, 1.1572)
S (-0.0479, 0.9134, 1.1841)
O (-2.5698, -0.6216, 0.9965)
C (-3.7334, -1.4917, 0.8412)
C (-4.0554, -1.5727, -0.6472)
C (-4.8921, -0.8406, 1.5898)
C (-3.4550, -2.8719, 1.4189)
O (-0.5870, -1.8519, 2.4722)
C (-0.2708, -1.6394, 3.8653)
C (-1.0713, -0.4687, 4.4227)
C (1.2283, -1.3657, 3.9590)
C (-0.6345, -2.9379, 4.5802)
H (1.0380, -4.1532, -1.9953)
H (1.2013, -2.4164, -2.3144)
H (-0.4068, -3.1782, -2.2889)
H (0.7174, -4.9410, 0.3260)
H (-0.9378, -4.5379, -0.1174)
H (-0.2642, -3.9484, 1.4080)
H (2.5791, -3.2133, -0.0301)
H (1.7643, -2.3819, 1.3041)
H (2.0919, -1.5163, -0.2101)
H (-4.2905, -0.5823, -1.0314)
H (-4.9180, -2.2158, -0.7992)
H (-3.2103, -1.9759, -1.2005)
H (-5.1067, 0.1421, 1.1767)
H (-4.6768, -0.7522, 2.6526)
H (-5.7754, -1.4633, 1.4712)
H (-2.6448, -3.3596, 0.8863)
H (-4.3455, -3.4891, 1.3414)
H (-3.1825, -2.7937, 2.4678)
H (-0.8221, 0.4550, 3.8987)
H (-0.8377, -0.3386, 5.4743)
H (-2.1371, -0.6587, 4.3306)
H (1.4955, -0.5168, 3.3322)
H (1.7874, -2.2408, 3.6383)
H (1.4996, -1.1437, 4.9860)
H (-1.7117, -3.0847, 4.5953)
H (-0.2685, -2.9154, 5.6019)
H (-0.1751, -3.7791, 4.0687)
C (-1.1337, 3.4200, -1.4383)
C (-2.2373, 2.7334, -0.6365)
As (-1.6294, 2.3836, 1.2046)
C (-0.6222, 3.9521, 1.8216)
C (-1.4447, 5.2347, 1.8165)
C (-3.1255, 2.2200, 2.4866)
C (-4.4069, 2.8301, 1.9352)
H (-1.3571, 3.3674, -2.5052)
H (-0.1648, 2.9414, -1.2699)
H (-1.0529, 4.4732, -1.1699)
H (-2.5111, 1.7702, -1.0801)
H (-3.1343, 3.3559, -0.5873)
H (0.2663, 4.0527, 1.1896)
H (-0.2762, 3.7242, 2.8388)
H (-1.7968, 5.4709, 0.8132)
H (-0.8311, 6.0638, 2.1626)
H (-2.3075, 5.1561, 2.4782)
H (-2.7988, 2.7558, 3.3853)
H (-3.2670, 1.1699, 2.7370)
H (-4.2703, 3.8813, 1.6827)
H (-5.1972, 2.7645, 2.6834)
H (-4.7389, 2.3033, 1.0400)

Cartesian forces (eV/Å) of the 2 atoms listed first:
In 0.1030 0.2494 -0.3992
C -0.4225 0.0597 -0.1710

Mulliken atomic charge list, values in e, 4 entries:
1. In 1.42
2. C -1.10
3. N 0.14
4. C -1.11


A structure of composition C26H58BCl3F8LiN2O11 in a non-equilibrium geometry. Source: the Open Molecules 2025 dataset; level of theory: ωB97M-V with the def2-TZVPD basis set.

Results
- Spin multiplicity: 2
- E_tot: -4173.33075 Eh
- Total charge: +2
- Gap between HOMO and LUMO (spin up / spin down): 9.09 / 3.73 eV

Geometry (Å):
Li (0.0795, -2.9670, 1.4763)
C (-3.8358, -1.8628, 1.9723)
O (-4.1716, -2.5227, 0.7942)
C (-4.1858, -1.7318, -0.3377)
C (-4.2134, -2.6678, -1.5347)
N (-3.3086, -3.9127, -1.3358)
H (-2.5931, -3.8989, -2.0485)
H (-2.7573, -3.8061, -0.4963)
C (-4.1065, -5.2496, -1.3947)
C (-4.4823, -5.5732, -2.8648)
O (-5.0585, -4.4954, -3.5899)
C (-5.0628, -4.5097, -5.0600)
H (-3.8309, -2.6258, 2.7508)
H (-4.7021, -1.2561, 2.2356)
H (-2.9165, -1.2776, 1.9493)
H (-3.1689, -1.3421, -0.2901)
H (-4.9633, -0.9687, -0.3029)
H (-3.7651, -2.1430, -2.3783)
H (-5.2673, -2.9032, -1.6833)
H (-4.7851, -5.1693, -0.5455)
H (-3.2584, -5.8778, -1.1222)
H (-5.0122, -6.5246, -2.9120)
H (-3.5434, -5.7217, -3.3983)
H (-5.9420, -3.9875, -5.4374)
H (-5.2196, -5.5325, -5.4027)
H (-4.2108, -4.1703, -5.6491)
C (1.9205, 1.6332, -3.7220)
O (3.0961, 1.2966, -2.9992)
C (3.0624, 1.0500, -1.6184)
C (2.4845, -0.3660, -1.2935)
N (3.0776, -1.4837, -2.1980)
H (2.8016, -2.3878, -1.8423)
H (2.7836, -1.4747, -3.1642)
C (4.5960, -1.5758, -2.3461)
C (5.0854, -2.8164, -3.1632)
O (4.2584, -3.0516, -4.2932)
C (4.9128, -3.5549, -5.4775)
H (2.1442, 1.5928, -4.7881)
H (1.7905, 2.7061, -3.5800)
H (0.9883, 1.0976, -3.5424)
H (2.5462, 1.7963, -1.0145)
H (4.1020, 1.1825, -1.3189)
H (1.4863, -0.4101, -1.7290)
H (2.4770, -0.6854, -0.2513)
H (5.0727, -1.4901, -1.3697)
H (4.8122, -0.6449, -2.8705)
H (4.8402, -3.6587, -2.5163)
H (6.1683, -2.8102, -3.2869)
H (5.4854, -2.7936, -6.0073)
H (4.0696, -3.9258, -6.0602)
H (5.5622, -4.4118, -5.2983)
B (2.0087, -3.4111, -0.0885)
H (1.1991, -2.8618, -0.5436)
H (2.7317, -2.7555, 0.3717)
H (1.5254, -4.0353, 0.6470)
H (2.3810, -3.9814, -0.9254)
Cl (0.0616, 0.5442, 1.6653)
O (-0.8401, 0.5353, 2.7718)
O (1.3485, 0.5806, 2.2814)
O (-0.1452, -0.7900, 1.0997)
O (-0.0404, 1.5284, 0.6470)
C (-3.3728, 4.9790, 0.2822)
C (-3.3278, 5.6049, 1.6118)
C (-2.7346, 7.0152, 1.3786)
F (-3.3589, 7.7215, 0.4246)
F (-2.5829, 7.7932, 2.4544)
F (-4.5251, 5.6232, 2.0861)
F (-2.4872, 4.8888, 2.4079)
O (-2.1176, 4.6485, -0.2906)
C (-2.0481, 4.5821, -1.7250)
C (-0.6423, 4.0778, -2.1543)
F (-0.6041, 3.7255, -3.4064)
F (0.3265, 4.8839, -1.8687)
F (-3.0327, 3.6724, -2.0636)
F (-2.4114, 5.7880, -2.2016)
H (-4.0462, 5.5286, -0.3755)
H (-3.9426, 4.0735, 0.4907)
H (-1.7695, 6.9522, 0.8760)
H (-0.7073, 3.1918, -1.5227)
C (2.8138, 4.1836, 2.1947)
C (2.3121, 4.2893, 0.7430)
C (2.6295, 5.7879, 0.4332)
O (2.7916, 6.3646, 1.7423)
C (2.3402, 5.4704, 2.7385)
H (3.9038, 4.1828, 2.1942)
H (2.4055, 3.3031, 2.6910)
H (1.2536, 4.0333, 0.7896)
H (2.9334, 3.5556, 0.2294)
H (1.8091, 6.1366, -0.1940)
H (3.5381, 5.7698, -0.1687)
H (1.2563, 5.5742, 2.7884)
H (2.7963, 5.7311, 3.6935)
C (2.4520, -3.1670, 4.9029)
C (1.2371, -3.6694, 5.5294)
C (0.0740, -3.4352, 4.5586)
O (0.6940, -2.9529, 3.3967)
C (1.8290, -2.2470, 3.8139)
H (2.9727, -3.9146, 4.3045)
H (3.1013, -2.6831, 5.6325)
H (0.9377, -3.1015, 6.4103)
H (1.3498, -4.7354, 5.7275)
H (-0.5709, -2.6774, 5.0034)
H (-0.5787, -4.3078, 4.5842)
H (1.5877, -1.2780, 4.2509)
H (2.5819, -2.0526, 3.0500)
C (-0.5839, 2.6157, 5.2415)
Cl (-0.3851, 4.3497, 5.0306)
Cl (-0.1125, 2.2053, 6.9059)
H (-1.6327, 2.3220, 5.2845)
H (0.0753, 2.1276, 4.5237)

Cartesian forces (eV/Å) of the 2 atoms listed first:
Li 1.1050 0.7153 0.1382
C -1.2038 0.0527 1.2602

Mulliken atomic charge list, values in e, 4 entries:
1. Li 0.68
2. C -0.73
3. O -0.33
4. C -0.39


> Which value of total charge does entry 2 give?

+2


> The highest E_tot belongs to which entry?

C26H58BCl3F8LiN2O11